{
  "formula": "C35H40As2CaSi",
  "method": "the ωB97M-V functional and the def2-TZVPD basis",
  "elements": ["Ca", "C", "C", "C", "C", "C", "H", "H", "H", "H", "H", "C", "C", "As", "C", "C", "C", "C", "C", "C", "C", "C", "C", "C", "C", "C", "As", "C", "C", "C", "C", "C", "C", "C", "C", "C", "C", "C", "C", "H", "H", "H", "H", "H", "H", "H", "H", "H", "H", "H", "H", "H", "H", "H", "H", "H", "H", "H", "H", "H", "H", "H", "H", "C", "Si", "C", "C", "C", "H", "H", "H", "H", "H", "H", "H", "H", "H", "H", "H"],
  "coordinates": [[-0.3172, 0.2138, 2.6752], [0.8325, -0.9255, 4.7253], [0.4349, -2.0073, 3.9054], [-0.9802, -2.0182, 3.8511], [-1.4551, -0.9530, 4.6431], [-0.3322, -0.2766, 5.1850], [1.8480, -0.6654, 4.9866], [1.0928, -2.7187, 3.4315], [-1.5889, -2.7408, 3.3273], [-2.4922, -0.7163, 4.8358], [-0.3657, 0.5626, 5.8660], [-2.0135, -1.6188, -0.1095], [-2.5333, -0.2410, -0.5017], [-1.2263, 1.1102, 0.0521], [-2.3529, 2.2780, 1.1973], [-1.6402, 2.9563, 2.1891], [-2.2828, 3.7533, 3.1305], [-3.6629, 3.8734, 3.0918], [-4.3861, 3.2105, 2.1077], [-3.7382, 2.4179, 1.1707], [-0.9532, 2.2754, -1.4610], [0.3247, 2.7802, -1.6707], [0.5637, 3.6192, -2.7519], [-0.4663, 3.9479, -3.6189], [-1.7441, 3.4394, -3.4096], [-1.9873, 2.6033, -2.3324], [-0.3257, -2.2881, -0.9571], [0.9444, -0.8347, -0.7085], [1.6197, -0.8646, 0.6575], [3.2173, 1.1859, 0.4923], [3.4140, 1.1802, -0.8523], [2.6928, 0.5537, -1.9015], [1.5885, -0.2909, -1.8131], [-0.9464, -2.0907, -2.8084], [-1.1467, -0.8783, -3.4699], [-1.6629, -0.8478, -4.7574], [-1.9862, -2.0309, -5.4087], [-1.7852, -3.2434, -4.7674], [-1.2669, -3.2690, -3.4785], [-2.7477, -2.3876, -0.3645], [-1.8821, -1.6895, 0.9799], [-3.4742, -0.0251, 0.0090], [-2.7151, -0.1801, -1.5734], [-0.5475, 2.9165, 2.1882], [-1.7085, 4.2780, 3.8832], [-4.1756, 4.4858, 3.8212], [-5.4633, 3.3124, 2.0719], [-4.3207, 1.9133, 0.4090], [1.1438, 2.4946, -1.0201], [1.5637, 3.9955, -2.9226], [-0.2760, 4.5943, -4.4657], [-2.5489, 3.6940, -4.0873], [-2.9836, 2.2044, -2.1768], [0.9305, -1.3160, 1.4095], [3.9137, 1.7420, 1.1093], [4.2681, 1.7665, -1.1840], [3.0320, 0.7799, -2.9055], [1.1748, -0.5596, -2.7789], [-0.8763, 0.0528, -2.9917], [-1.8044, 0.1051, -5.2531], [-2.3844, -2.0071, -6.4150], [-2.0260, -4.1712, -5.2705], [-1.1060, -4.2205, -2.9839], [4.2045, -2.1565, -0.7006], [3.0493, -2.1394, 0.7602], [2.3351, -3.8718, 0.9122], [4.0323, -1.7706, 2.3218], [2.1097, 0.5033, 1.2217], [4.8895, -3.0019, -0.5907], [4.7865, -1.2379, -0.7649], [3.6575, -2.2743, -1.6361], [3.1331, -4.5586, 1.2085], [1.9342, -4.2153, -0.0412], [1.5326, -3.9553, 1.6478], [4.7823, -2.5491, 2.4795], [3.4039, -1.7356, 3.2151], [4.5561, -0.8162, 2.2333], [1.2442, 1.1980, 1.2347], [2.4277, 0.3621, 2.2680]],
  "forces_ev_per_angstrom": [[0.473, -0.186, -0.156], [-0.040, -0.150, -0.092], [-0.171, 0.203, 0.082], [0.205, -0.031, -0.008], [-0.008, 0.158, 0.189], [-0.232, 0.051, 0.078], [0.014, -0.011, -0.002], [0.012, 0.012, -0.019], [0.006, -0.020, 0.001], [0.007, -0.009, 0.020], [-0.007, -0.020, 0.012], [-0.019, 0.038, -0.015], [0.013, -0.007, 0.008], [-0.167, 0.051, -0.109], [0.004, -0.062, 0.029], [-0.036, 0.023, 0.033], [-0.002, -0.013, 0.010], [0.013, 0.009, -0.003], [0.001, -0.016, -0.014], [0.005, 0.001, 0.010], [0.148, -0.035, 0.063], [0.026, -0.046, 0.056], [-0.022, 0.011, -0.031], [0.003, -0.022, 0.022], [0.013, 0.000, -0.004], [-0.076, -0.008, 0.018], [0.054, -0.035, -0.040], [-0.025, -0.018, -0.104], [0.013, 0.050, 0.071], [0.044, -0.004, 0.038], [-0.055, -0.055, -0.013], [0.041, 0.018, -0.026], [0.001, -0.009, 0.097], [0.004, 0.047, 0.029], [-0.015, -0.038, -0.037], [0.009, 0.008, 0.008], [0.004, -0.009, 0.005], [0.000, 0.016, -0.001], [0.000, -0.013, 0.040], [-0.003, -0.002, 0.032], [0.009, -0.027, -0.010], [0.000, -0.008, -0.026], [0.027, 0.027, -0.023], [-0.005, 0.028, -0.008], [-0.001, 0.006, 0.000], [-0.001, 0.003, 0.006], [-0.004, 0.001, -0.001], [-0.013, 0.004, 0.010], [-0.035, 0.046, -0.025], [0.006, 0.004, 0.005], [0.001, 0.011, -0.004], [-0.003, -0.003, -0.004], [-0.006, 0.001, -0.001], [-0.057, -0.060, -0.209], [0.011, 0.005, -0.003], [0.012, 0.008, -0.004], [0.004, 0.007, -0.005], [0.016, 0.005, -0.015], [-0.020, 0.052, 0.034], [-0.002, -0.003, -0.001], [-0.004, 0.001, -0.003], [0.001, -0.004, -0.001], [-0.003, -0.002, -0.009], [0.020, 0.045, -0.006], [0.003, -0.075, 0.039], [0.014, 0.007, 0.023], [0.020, 0.017, -0.002], [-0.106, -0.081, 0.033], [0.004, -0.018, 0.005], [-0.009, -0.013, -0.012], [0.000, -0.001, -0.007], [0.000, 0.002, 0.004], [-0.018, -0.009, -0.019], [-0.007, 0.001, -0.003], [0.015, -0.001, -0.005], [-0.019, -0.016, 0.006], [0.003, 0.001, 0.009], [-0.058, 0.170, -0.040], [-0.035, -0.006, 0.004]],
  "homo_lumo_gap_ev": 5.30,
  "e_above_lowest_ev": 0.065,
  "charge": 0
}

***

{
  "formula": "C3H5F2N4O3",
  "method": "the ωB97M-V functional and the def2-TZVPD basis",
  "elements": ["C", "C", "C", "N", "N", "N", "N", "O", "O", "O", "F", "F", "H", "H", "H", "H", "H"],
  "coordinates": [[1.5726, -2.1322, 1.0513], [-0.4678, 1.6442, -0.3090], [0.6682, 3.3219, 1.0868], [-0.1173, -3.6788, 0.3184], [0.9590, -3.1102, 0.7300], [-1.7514, 0.2209, -2.1903], [-2.0948, -0.8386, -2.1600], [2.3478, -1.3491, 1.3972], [-0.7934, 0.4498, -0.5186], [-0.0684, 2.0364, 0.8576], [-0.2961, 2.4123, -1.3269], [-0.5975, -3.1950, -0.9505], [1.0908, 3.6648, 0.1909], [1.4996, 2.8599, 1.8469], [0.0306, 4.1873, 1.3321], [-0.0319, -4.7152, 0.2929], [-1.9503, -1.7786, -1.6489]],
  "forces_ev_per_angstrom": [[-0.454, -0.780, -0.004], [1.297, -3.146, 0.994], [1.367, -1.822, 2.010], [-2.883, -1.351, 1.690], [2.084, 0.349, -0.259], [-1.041, -1.056, -0.745], [0.717, -0.636, 0.352], [0.389, 0.982, 0.099], [0.410, 2.409, 1.348], [-0.897, 0.869, -0.831], [-0.212, 1.151, -0.385], [0.454, -0.018, -0.746], [1.082, -0.162, -1.398], [-2.204, 2.099, -1.686], [-0.110, -1.031, 0.964], [0.140, 1.106, -0.974], [-0.138, 1.036, -0.428]],
  "homo_lumo_gap_ev": 7.20,
  "e_above_lowest_ev": 2.060,
  "charge": 1
}

***

{
  "formula": "C21H27N3O4S",
  "method": "the ωB97M-V functional and the def2-TZVPD basis",
  "elements": ["C", "H", "H", "H", "C", "N", "C", "H", "C", "H", "H", "C", "N", "C", "O", "C", "C", "C", "O", "C", "C", "N", "C", "S", "C", "H", "H", "H", "C", "H", "H", "H", "C", "C", "C", "C", "C", "O", "H", "H", "H", "H", "O", "H", "H", "H", "H", "C", "C", "H", "H", "H", "H", "H", "H", "H"],
  "coordinates": [[3.9980, 0.3399, 0.8746], [4.9738, 0.5691, 0.4531], [3.2884, 0.2521, 0.0568], [3.6928, 1.1599, 1.5188], [4.0843, -0.9477, 1.6867], [2.9039, -1.1615, 2.5061], [1.6687, -1.2897, 1.7586], [0.8711, -1.4686, 2.4796], [1.6353, -2.4028, 0.6911], [2.2124, -3.2625, 1.0373], [2.0888, -2.0503, -0.2358], [0.2084, -2.8881, 0.4279], [-0.7155, -1.8268, 0.1111], [-1.5738, -1.2938, 0.9985], [-1.7248, -1.5661, 2.1762], [-2.3818, -0.2819, 0.2632], [-1.9918, -0.2519, -1.0253], [-2.5159, 0.4751, -2.1909], [-2.4918, -0.0298, -3.3028], [-3.0507, 1.8064, -1.9596], [-3.8746, 2.5296, -2.8029], [-4.1977, 3.7606, -2.3501], [-3.6529, 4.0431, -1.2179], [-2.6677, 2.7611, -0.5597], [-3.8290, 5.3258, -0.5014], [-4.3379, 5.1603, 0.4474], [-4.4214, 5.9995, -1.1141], [-2.8621, 5.7789, -0.2891], [-4.4084, 2.0674, -4.1071], [-5.3452, 2.5764, -4.3166], [-4.5436, 0.9893, -4.1059], [-3.6958, 2.3081, -4.8959], [-0.8803, -1.2595, -1.2142], [0.3548, -0.5968, -1.7369], [0.8808, 0.6377, -1.4890], [2.0557, 0.7275, -2.2749], [2.1510, -0.4559, -2.9385], [1.1270, -1.2631, -2.6190], [2.8706, -0.8299, -3.6391], [2.7270, 1.5591, -2.3357], [0.4795, 1.3850, -0.8349], [-1.1719, -2.0394, -1.9309], [-3.3447, 0.3633, 0.9210], [-3.3315, 0.0259, 1.8365], [-0.1812, -3.3692, 1.3301], [0.2028, -3.6109, -0.3943], [1.4618, -0.3286, 1.2812], [3.0892, -2.1952, 3.5115], [2.1347, -2.0210, 4.6898], [1.1086, -2.2517, 4.4176], [2.4283, -2.6862, 5.4981], [2.1764, -0.9949, 5.0441], [2.9827, -3.2135, 3.0992], [4.1122, -2.1040, 3.8858], [4.2890, -1.7961, 1.0100], [4.9341, -0.8636, 2.3704]],
  "forces_ev_per_angstrom": [[0.025, -0.300, 0.093], [0.072, 0.052, -0.099], [-0.065, 0.034, -0.093], [-0.033, 0.132, 0.072], [0.035, 0.168, -0.020], [0.255, 0.043, 0.108], [-0.051, -0.093, -0.119], [-0.078, 0.075, -0.041], [-0.133, 0.158, 0.191], [0.042, -0.046, -0.053], [0.093, -0.039, -0.060], [0.346, -0.187, 0.111], [-0.120, 0.026, -0.015], [0.000, -0.131, 0.090], [-0.103, 0.070, 0.161], [0.030, 0.011, -0.447], [-0.039, -0.260, 0.462], [-0.124, 0.007, -0.153], [0.124, -0.062, 0.198], [-0.285, 0.659, -0.079], [0.492, -0.771, 0.337], [-0.542, 0.626, -0.406], [0.736, -0.632, 0.571], [-0.422, 0.506, -0.622], [-0.008, 0.172, 0.176], [-0.034, 0.066, 0.049], [-0.004, 0.015, -0.012], [0.014, 0.090, 0.027], [-0.055, -0.096, -0.056], [-0.039, 0.033, -0.016], [-0.016, -0.001, -0.095], [0.011, -0.034, -0.096], [0.078, -0.018, -0.329], [-0.147, 0.774, 0.417], [-0.329, -0.578, -0.085], [0.143, -0.431, -0.318], [0.506, 0.740, 0.079], [-0.296, -0.490, -0.045], [0.032, -0.140, -0.113], [0.193, 0.131, -0.072], [-0.160, 0.149, 0.149], [-0.050, 0.087, 0.105], [0.060, -0.270, 0.087], [0.067, -0.039, -0.095], [0.027, -0.025, -0.123], [-0.079, 0.010, 0.091], [-0.121, -0.036, 0.004], [-0.116, 0.094, 0.160], [0.171, -0.121, -0.201], [-0.138, -0.021, 0.033], [-0.040, -0.083, 0.113], [-0.003, 0.105, 0.062], [0.092, 0.012, 0.013], [-0.029, -0.057, -0.082], [0.049, 0.010, 0.052], [-0.033, -0.097, -0.065]],
  "homo_lumo_gap_ev": 7.93,
  "e_above_lowest_ev": 2.653,
  "charge": 0
}

***

{
  "formula": "C4H25N2O6S2",
  "method": "the ωB97M-V functional and the def2-TZVPD basis",
  "elements": ["S", "S", "C", "C", "C", "N", "C", "N", "H", "H", "H", "H", "H", "H", "H", "H", "H", "H", "H", "H", "H", "H", "H", "O", "H", "H", "O", "H", "H", "O", "H", "H", "O", "H", "H", "O", "H", "H", "O"],
  "coordinates": [[3.8062, -0.6258, 0.5472], [2.5906, -0.7873, -1.0529], [1.4234, 0.6118, -0.9659], [0.0795, 0.2196, -0.3833], [-0.9094, 1.3926, -0.4998], [-1.4229, 1.4121, -1.8718], [-2.8763, 1.2544, -1.9542], [0.2477, -0.1698, 1.0666], [4.8090, 0.1218, 0.0805], [1.8569, 1.4791, -0.4643], [1.2507, 0.8983, -2.0073], [-0.3548, -0.6509, -0.8666], [-0.4242, 2.3361, -0.2323], [-1.7196, 1.2806, 0.2255], [-1.1280, 2.2319, -2.3716], [-3.1986, 0.3166, -1.4964], [-3.4380, 2.0647, -1.4719], [-3.1478, 1.2125, -3.0066], [0.9133, 0.4359, 1.5341], [0.5405, -1.1648, 1.1123], [-0.6623, -0.1681, 1.5645], [2.6873, 2.7967, 2.4011], [1.2372, 3.1617, 2.7785], [1.8014, 2.4388, 2.5038], [-0.7250, -3.7094, -2.2376], [0.7820, -3.3683, -2.4168], [-0.0142, -3.1055, -1.9278], [1.5453, 0.8992, 3.5421], [1.6470, -0.4825, 4.2832], [1.1379, 0.0162, 3.6318], [-0.7890, -0.0926, -3.0634], [-0.4289, -1.5906, -2.8772], [-0.6203, -0.9243, -3.5587], [-2.8812, -0.6528, 2.2366], [-2.2450, 0.3643, 3.1893], [-2.2594, 0.0821, 2.2696], [0.1439, -3.0341, -0.1867], [0.5940, -3.6259, 1.1671], [0.1512, -2.8744, 0.7794]],
  "forces_ev_per_angstrom": [[-0.069, -0.129, 0.877], [-0.068, 0.130, -0.604], [-0.141, -0.400, -0.486], [-0.153, 0.635, 1.083], [0.011, -0.119, -0.244], [-0.192, -0.230, 0.482], [-0.092, 0.121, -0.215], [-0.219, -0.246, -0.876], [0.100, 0.165, -0.346], [0.049, -0.172, 0.156], [0.050, -0.029, 0.025], [0.077, -0.007, -0.171], [0.167, -0.029, -0.072], [-0.053, -0.141, -0.169], [-0.005, 0.283, -0.046], [0.214, -0.016, -0.031], [0.106, -0.010, -0.035], [-0.133, 0.002, -0.008], [0.076, -0.049, 0.321], [0.260, 0.126, 0.048], [0.177, 0.334, 0.044], [0.080, 0.111, 0.013], [-0.067, 0.344, 0.097], [-0.032, -0.372, -0.197], [0.601, 0.480, 0.204], [-0.174, 0.061, 0.103], [-0.372, -0.860, -0.362], [0.001, -0.386, 0.204], [-0.069, 0.230, -0.117], [0.087, 0.078, 0.149], [-0.056, -0.411, -0.257], [-0.123, 0.298, -0.357], [0.075, 0.356, 0.450], [-0.060, -0.025, 0.015], [0.016, 0.013, 0.126], [-0.110, -0.061, -0.004], [0.039, -0.026, 0.171], [0.176, -0.295, 0.223], [-0.175, 0.245, -0.192]],
  "homo_lumo_gap_ev": 9.55,
  "e_above_lowest_ev": 0.113,
  "charge": 1
}